1.
Below is 15 unconnected molecules or ions with the total composition C81H168F18N9O18S6 at a distorted geometry, with properties calculated with ωB97M-V with the def2-TZVPD basis set.

The spin multiplicity is 1. For the frontier orbital gap, the calculation gives 9.9 eV. The calculation puts the HOMO energy at -13.95 eV. As for the charge: +3.

The geometry in XYZ format:
```
300
Properties=species:S:1:pos:R:3:forces:R:3
C -3.29287 -3.38008 3.64146 0.2 1.5 -0.1
C -1.77114 -3.26574 3.62313 0.5 -1.0 0.8
C -1.06764 -4.50571 3.00392 0.7 0.4 -0.8
C 0.40271 -4.47910 3.42166 0.5 -0.5 -0.3
N 1.44003 -5.54494 2.92757 -0.6 -0.4 -0.4
C 2.78356 -5.46886 3.65692 -1.0 -0.1 0.7
C 3.74304 -6.21651 2.76479 0.0 1.0 -0.5
C 3.11093 -6.24445 1.36266 -1.3 -0.6 1.0
C 1.80753 -5.44011 1.46702 -0.5 0.5 0.0
C 0.87061 -6.91642 3.12579 -0.2 2.6 3.3
H -3.63634 -4.04368 4.43312 0.0 -0.5 -0.4
H -3.59160 -3.62940 2.61774 -0.4 -0.3 0.5
H -3.74530 -2.38629 3.88652 0.4 -0.6 -0.3
H -1.36735 -3.08569 4.62441 -0.2 0.0 0.1
H -1.42360 -2.44766 3.02014 -0.2 0.7 -0.2
H -1.09812 -4.27511 1.92404 -0.2 -0.9 0.2
H -1.51537 -5.45911 3.25213 -0.4 0.0 0.0
H 0.45816 -4.51519 4.49514 0.2 0.0 0.5
H 0.76843 -3.53911 3.06405 0.8 0.6 0.0
H 2.64585 -6.00276 4.61722 0.1 0.6 -0.4
H 3.00044 -4.42565 3.84200 0.1 0.2 -0.2
H 3.78087 -7.18729 3.13457 0.3 -1.9 0.6
H 4.75953 -5.82812 2.78599 -0.4 0.0 -0.1
H 2.84489 -7.28111 1.09861 0.4 0.4 -0.2
H 3.76852 -5.82505 0.66788 0.8 0.6 -1.3
H 0.97547 -5.90684 0.87781 0.6 0.9 0.4
H 1.92632 -4.34490 1.33295 0.1 -0.7 -0.6
H 1.47643 -7.68555 2.83250 1.7 -1.6 -1.3
H -0.07143 -6.91607 2.66335 -1.3 -0.4 -0.3
H 0.88845 -6.97071 4.23745 -1.0 -0.5 -0.7
C -7.23602 -3.46026 -5.91158 -0.2 -0.7 0.3
C -6.78526 -4.44565 -4.87017 1.7 0.1 1.5
C -6.74268 -3.74619 -3.48363 0.2 -0.9 0.6
C -5.48033 -2.90370 -3.26533 0.7 -0.7 -1.0
N -5.50640 -1.82329 -2.20742 -0.9 -0.5 0.7
C -6.27980 -0.62247 -2.65696 -0.4 1.4 -1.3
C -5.54319 0.55757 -2.02200 -1.3 1.2 1.5
C -4.11619 0.14085 -2.05363 0.5 -0.3 2.1
C -4.09191 -1.37176 -1.84178 -0.3 0.7 0.5
C -6.13175 -2.29956 -0.90081 0.0 -1.6 -0.4
H -6.84846 -2.49022 -5.71790 0.9 0.9 0.0
H -8.27983 -3.29546 -5.81091 -1.2 -0.1 -0.3
H -6.97739 -3.78296 -6.89873 0.0 0.0 -0.7
H -5.71715 -4.69427 -5.03391 -0.7 -0.4 -0.3
H -7.35751 -5.38405 -4.75615 0.2 0.6 -0.5
H -6.85423 -4.49499 -2.66948 0.4 0.4 -0.4
H -7.61877 -3.17190 -3.41323 -1.3 1.2 0.1
H -5.08434 -2.48121 -4.23763 -0.7 0.1 1.1
H -4.69343 -3.59042 -2.97328 0.2 -0.1 0.4
H -7.40422 -0.67131 -2.54745 1.4 -0.3 0.4
H -6.11369 -0.50719 -3.74343 0.0 -0.4 0.3
H -5.81712 0.73708 -0.95804 -0.3 -0.3 -0.6
H -5.69927 1.53806 -2.53147 -0.1 -0.9 0.2
H -3.48950 0.67561 -1.30086 -0.5 -0.4 -0.8
H -3.79308 0.33508 -3.01209 1.4 0.5 -2.1
H -3.91206 -1.70765 -0.80884 0.1 0.2 -0.5
H -3.35404 -1.81723 -2.47820 0.2 -0.6 -0.4
H -5.99714 -1.54999 -0.09774 0.1 -0.5 -0.6
H -5.63335 -3.29739 -0.68146 -0.5 1.4 0.1
H -7.20755 -2.48182 -1.08091 0.6 0.1 0.1
C 9.07695 6.72539 2.62125 0.9 -0.7 -0.2
C 8.06215 5.79289 2.04706 -1.3 -1.0 -0.7
C 7.55782 4.66895 2.97247 0.8 0.0 -1.0
C 6.27229 4.09068 2.45194 0.4 0.4 -1.3
N 6.03990 2.66437 2.83726 3.0 -0.7 0.8
C 4.71607 2.26806 2.48745 -2.0 0.6 -1.3
C 3.86701 2.85688 3.61555 -1.9 -1.4 1.7
C 4.84943 3.21579 4.77274 -0.1 -0.1 1.3
C 6.13512 2.52579 4.34040 -0.9 2.1 -0.7
C 7.05689 1.75048 2.24411 1.2 2.3 -1.2
H 8.71127 7.39369 3.37835 -0.3 0.3 0.4
H 9.45808 7.29626 1.77179 0.3 0.2 0.4
H 9.87692 6.08437 3.05126 -0.1 0.7 -0.2
H 8.52295 5.27290 1.18366 -0.4 0.4 0.1
H 7.15243 6.29903 1.68475 0.4 0.2 -0.1
H 7.51540 5.02963 3.96549 -0.2 0.2 1.2
H 8.29981 3.88172 2.89844 0.3 0.0 0.4
H 6.33953 4.17985 1.34550 -0.3 -0.7 0.4
H 5.39350 4.63665 2.73001 -0.4 0.4 0.3
H 4.64357 1.17756 2.41710 0.1 0.2 0.1
H 4.52143 2.69939 1.47181 -0.2 -0.4 0.9
H 3.08275 2.07904 3.93652 1.3 0.9 -0.3
H 3.24065 3.71024 3.41973 0.1 0.4 -0.8
H 4.57123 2.90016 5.81232 -0.1 -0.1 -1.1
H 4.96175 4.30311 4.90903 0.1 -0.3 -0.5
H 6.13980 1.51851 4.61226 0.0 -1.8 0.1
H 7.06567 2.97179 4.61296 0.4 0.3 0.5
H 6.79331 0.77762 2.44657 -0.5 -2.2 0.8
H 8.08205 2.00565 2.58465 -0.9 -0.3 0.0
H 7.02632 1.86801 1.16667 0.0 0.1 -0.3
C -6.88826 -4.13706 3.74141 -1.2 -1.1 1.7
C -7.78916 -2.93330 3.79567 -1.6 -0.2 -1.1
C -8.42620 -2.75453 5.19127 -0.1 0.3 -1.7
N -9.91345 -2.60538 5.23017 -1.1 0.4 1.3
C -10.55752 -3.83987 4.71343 -1.6 0.6 1.0
C -10.48246 -1.29061 4.69386 2.9 0.2 -0.6
C -9.85732 -0.26830 5.66075 -1.8 1.0 1.0
C -9.96623 -0.92964 7.06430 0.1 -1.1 -1.3
C -10.29229 -2.40490 6.74996 0.0 0.4 -0.6
H -6.11131 -4.06248 4.51758 -0.1 -0.1 -0.4
H -6.47479 -4.31671 2.77807 0.5 0.0 -0.7
H -7.55376 -5.02325 4.00481 1.1 0.7 -0.3
H -8.52714 -3.00370 2.96738 -0.3 -0.6 0.7
H -7.35818 -2.03008 3.43693 1.1 0.8 0.5
H -8.04030 -1.83362 5.54154 0.7 0.6 1.0
H -8.25106 -3.61613 5.81927 0.5 0.0 0.3
H -10.61550 -3.80811 3.63103 0.3 -0.2 -0.1
H -11.61881 -3.73176 5.12305 1.3 -0.9 -0.7
H -9.98560 -4.70541 5.10960 -0.8 0.4 -0.4
H -11.54896 -1.38984 4.70350 -0.6 0.1 0.2
H -10.12456 -1.07418 3.67212 -0.2 -0.5 0.3
H -10.49021 0.63156 5.68430 0.0 -0.3 -0.2
H -8.87093 0.14587 5.47493 0.2 -0.7 -0.6
H -10.76075 -0.47792 7.62638 -0.2 0.1 0.5
H -9.03518 -0.93648 7.59236 0.4 0.5 0.4
H -11.34885 -2.62251 6.95084 0.2 -0.1 -0.6
H -9.68627 -3.10121 7.28726 0.3 -0.5 0.5
C -3.16454 -4.27649 -5.47236 0.3 1.3 1.1
C -1.74461 -4.88950 -5.58277 -0.1 1.4 -0.3
C -1.01561 -4.48081 -4.26262 0.2 -1.1 -2.0
N 0.22080 -5.33888 -4.02596 -1.4 0.6 -0.5
C 1.28451 -5.08830 -5.06291 0.1 1.6 1.2
C -0.20151 -6.78501 -3.95221 -1.3 1.1 0.5
C 0.87625 -7.40970 -3.14870 0.2 -2.1 1.2
C 1.18506 -6.35732 -2.08658 0.4 0.3 0.6
C 0.70684 -5.00588 -2.67825 1.2 0.1 0.9
H -3.75747 -4.27394 -6.41384 0.5 0.1 0.7
H -3.05057 -3.20116 -5.02767 -0.3 -1.6 -1.2
H -3.70611 -4.81219 -4.66807 0.2 0.1 -0.6
H -1.24691 -4.50567 -6.52039 -0.3 -0.4 1.1
H -1.85519 -5.96866 -5.64055 0.1 0.0 -0.2
H -1.68992 -4.72714 -3.45618 0.0 0.3 0.3
H -0.70173 -3.44141 -4.26706 -0.1 0.1 0.2
H 1.34694 -3.92288 -5.17985 0.5 -2.4 0.4
H 0.93759 -5.52712 -5.94487 -0.6 -0.5 -1.6
H 2.19335 -5.67164 -4.78901 -0.4 1.1 0.1
H -0.44488 -7.10451 -4.94616 0.4 -0.6 -0.4
H -1.18146 -6.74901 -3.37968 1.1 -0.3 -0.4
H 1.80389 -7.63635 -3.64891 0.1 -0.1 -0.8
H 0.53705 -8.41690 -2.72240 0.4 1.5 -0.4
H 2.23851 -6.36113 -1.77126 -0.3 0.0 -0.3
H 0.59520 -6.57072 -1.20126 -0.1 0.2 0.1
H 1.42285 -4.18424 -2.84844 0.0 -0.5 0.5
H -0.08454 -4.63350 -2.02508 -0.1 0.0 -0.5
C 0.94287 4.44102 -3.89381 -0.1 1.7 -0.5
C 2.22297 5.01058 -3.30881 1.3 -2.4 2.8
C 2.71597 6.25477 -3.92893 0.0 1.4 0.4
N 4.16674 6.61289 -3.77530 2.1 -0.6 -1.2
C 4.63724 6.66834 -2.36031 0.0 -0.5 -0.2
C 4.51380 7.94338 -4.38210 -2.4 -0.1 -2.7
C 5.92309 7.86050 -4.88797 2.1 2.0 0.9
C 6.35442 6.41670 -4.86224 1.1 -0.5 0.7
C 5.08484 5.65318 -4.66790 -1.4 -0.3 0.5
H 1.19003 4.33303 -4.94620 -0.8 0.0 -0.4
H -0.00089 4.98905 -3.67220 0.8 0.3 -0.6
H 0.72044 3.48971 -3.52787 0.1 -1.7 0.7
H 3.01335 4.21290 -3.48728 -0.8 0.7 0.3
H 2.14061 5.09361 -2.15585 0.2 0.0 -1.8
H 2.18516 7.08525 -3.48779 -0.3 0.5 -0.1
H 2.55969 6.25065 -4.98734 -0.2 0.1 -0.7
H 4.66813 5.61881 -2.05570 0.1 0.5 0.7
H 3.90095 7.30515 -1.87472 0.0 -0.3 0.5
H 5.63364 7.15379 -2.25946 -0.7 -0.6 -0.4
H 4.32550 8.73617 -3.70016 -0.1 0.5 0.8
H 3.76386 8.10460 -5.24359 1.1 -0.3 1.2
H 6.59154 8.45214 -4.17695 -0.8 -0.7 -0.9
H 6.10163 8.34757 -5.85140 -0.5 -0.1 0.1
H 7.00403 6.26212 -3.96163 -0.5 0.0 -1.0
H 6.92460 6.09270 -5.75786 -0.5 0.2 0.6
H 5.23205 4.69804 -4.15578 -0.2 0.2 0.0
H 4.49699 5.49558 -5.59507 0.4 0.2 0.5
C -3.07032 5.03839 -0.08942 -1.9 0.3 0.3
C -3.97444 5.07643 1.18740 -0.6 -0.5 -0.9
C -3.20970 5.87316 2.23132 0.1 0.1 -1.4
N -3.75479 5.88359 3.58943 1.3 1.1 0.6
C -2.82990 6.81740 4.32490 -1.8 1.5 -1.1
C -3.72426 4.53038 4.29358 0.4 1.7 -0.7
C -4.73958 4.68357 5.38264 0.7 0.8 3.0
C -5.67055 5.83700 4.98087 -0.7 0.3 -0.5
C -5.15878 6.35496 3.62834 0.5 0.1 0.6
H -2.08615 4.73166 0.15475 0.9 -0.5 -0.1
H -3.03973 6.02501 -0.53072 0.3 0.5 0.2
H -3.54348 4.47195 -0.89098 0.2 -0.6 0.2
H -4.29281 4.02177 1.51746 0.7 1.5 -0.3
H -4.90120 5.59510 0.91449 0.0 -0.2 0.0
H -2.99643 6.93968 1.94006 -0.6 -1.0 0.0
H -2.25199 5.40802 2.25799 1.0 -0.3 0.5
H -1.82343 6.58878 4.05375 0.7 -0.2 0.0
H -3.04837 6.76280 5.35518 0.1 -0.2 1.2
H -3.13917 7.83770 3.98113 0.7 -0.7 0.3
H -2.68153 4.50301 4.62437 -0.3 -1.0 -0.2
H -4.03173 3.90403 3.47551 0.2 -1.1 0.4
H -4.27191 4.99491 6.40166 -0.3 -0.5 -1.8
H -5.19522 3.73751 5.63977 -0.4 0.1 -0.4
H -5.79471 6.60521 5.75516 0.4 -0.2 -0.3
H -6.65869 5.48419 4.76294 -0.7 -0.3 0.2
H -5.18259 7.43775 3.40767 -0.1 -0.5 0.3
H -5.61168 5.81798 2.81690 -0.6 -0.1 -0.2
C 3.46758 1.50571 -0.58719 -0.2 0.4 -1.7
C 2.16745 1.32937 0.17023 0.4 1.1 0.3
C 1.49807 0.01519 -0.10622 -1.3 0.4 0.8
N 0.11912 0.03708 0.61316 0.4 -1.0 0.5
C -0.39934 -1.38439 0.71999 1.0 -0.1 1.8
C -0.88423 0.79829 -0.17229 0.1 1.7 -0.3
C -2.01490 1.05077 0.82211 -2.2 -0.4 -0.7
C -1.45298 0.78295 2.20855 -0.8 1.0 0.3
C -0.00921 0.74594 1.94369 2.7 -1.1 1.2
H 4.24748 0.98132 -0.09019 0.7 -0.7 0.1
H 3.79705 2.53665 -0.64797 -0.2 0.4 0.3
H 3.42590 1.22899 -1.66517 -0.2 -0.2 0.8
H 1.46686 2.18878 -0.04859 0.8 -0.9 0.3
H 2.48418 1.36786 1.23679 -0.6 0.1 -0.5
H 2.03430 -0.88108 0.22121 0.0 0.3 0.1
H 1.18724 -0.06995 -1.13667 0.3 -0.1 -0.4
H -0.33992 -1.74293 -0.26360 -0.1 -0.9 -1.3
H -1.41625 -1.35670 1.06247 -0.4 -0.1 -0.1
H 0.16104 -2.08275 1.44979 -0.3 1.6 -1.2
H -1.17988 0.27876 -1.05680 -0.2 -0.8 -0.5
H -0.40789 1.71310 -0.55285 -0.1 -0.1 0.5
H -2.77323 0.28836 0.58650 -0.1 0.3 0.3
H -2.58782 2.02662 0.81274 1.2 -0.9 -0.5
H -1.83913 -0.10858 2.75122 0.1 0.9 -0.4
H -1.62826 1.71600 2.72671 -0.3 -0.3 1.0
H 0.52419 0.18198 2.73099 0.0 0.0 -0.5
H 0.50125 1.71990 1.91279 -0.6 -0.2 -0.4
C 5.78767 0.60447 -6.74785 0.5 0.7 1.4
C 5.80554 -0.43116 -5.60871 -1.9 0.0 -1.9
C 6.58799 -0.14181 -4.38406 0.4 1.4 -0.1
N 6.29369 -1.09300 -3.30659 0.5 -1.5 1.2
C 4.85120 -1.03014 -2.87264 -0.8 0.2 -1.4
C 7.12053 -0.73903 -2.06654 0.9 1.0 0.7
C 7.65823 -2.08890 -1.45831 1.7 0.3 0.2
C 6.90385 -3.10102 -2.22323 -2.3 -1.8 -0.6
C 6.70745 -2.52144 -3.58265 -0.8 0.4 -0.6
H 6.76629 0.86826 -7.08366 1.0 0.5 0.2
H 5.21542 1.49399 -6.50317 0.1 0.2 0.2
H 5.38387 0.23596 -7.63925 -1.1 -1.1 -1.1
H 6.13353 -1.32555 -6.10188 0.5 -0.8 0.1
H 4.74078 -0.63258 -5.42272 0.2 0.1 0.4
H 6.31823 0.84013 -3.91351 0.6 -0.6 -0.9
H 7.67007 -0.21376 -4.65677 -0.7 0.3 0.7
H 4.61196 0.00928 -2.99601 -0.1 0.7 0.8
H 4.72148 -1.40967 -1.86257 0.1 0.1 -0.1
H 4.10072 -1.44820 -3.58059 1.0 -0.6 0.4
H 6.44331 -0.19949 -1.37842 0.4 -0.6 -0.3
H 7.84728 0.07075 -2.35391 -0.4 -1.3 0.2
H 7.41517 -2.17613 -0.40236 0.0 0.3 0.1
H 8.76520 -2.37904 -1.53477 -1.3 1.3 -0.2
H 5.92054 -3.30486 -1.72570 0.7 0.1 -0.5
H 7.33122 -4.06233 -2.48450 0.6 -0.3 0.9
H 5.92451 -3.01489 -4.17097 0.2 0.2 0.1
H 7.65863 -2.56301 -4.12141 -0.2 0.5 -0.1
C 0.48462 -0.68568 -5.66419 -0.5 0.5 0.9
F -0.08306 -1.80816 -6.11251 -0.6 -0.3 0.0
F 1.51392 -0.45777 -6.44413 1.0 0.3 -0.3
F -0.36615 0.35164 -5.82583 0.0 -0.5 0.2
S 0.96223 -0.90996 -3.85550 -2.5 -3.1 -1.5
O 1.94574 -1.99164 -4.02796 -0.3 0.8 0.6
O 1.40758 0.37927 -3.47138 0.8 1.2 0.9
O -0.31323 -1.40272 -3.23268 2.0 1.1 -0.6
C 0.62454 6.71497 0.72481 0.2 0.8 -0.4
F -0.66592 6.84981 0.49405 -1.2 0.3 0.0
F 1.22284 6.99622 -0.47685 0.2 -0.2 1.1
F 0.95504 7.66891 1.64082 0.2 -1.0 -1.0
S 0.88832 4.98213 1.31165 -2.4 -0.7 -0.5
O 0.39029 5.06794 2.68586 0.3 -0.2 -0.8
O -0.03005 4.18796 0.40692 2.2 1.3 1.6
O 2.29881 4.79249 1.14306 0.6 -0.5 -0.1
C 5.67004 -2.65029 2.79656 -0.5 -0.5 0.3
F 5.54886 -1.89334 3.91292 0.0 0.0 -0.8
F 6.93845 -2.59830 2.38186 -0.4 0.1 0.1
F 5.39084 -3.91679 3.17102 0.5 0.2 0.2
S 4.46927 -2.24443 1.43133 -0.1 -1.4 0.5
O 4.85852 -0.89126 1.16574 -0.2 1.1 -0.4
O 4.80327 -3.22282 0.39821 -0.3 0.6 0.6
O 3.14096 -2.44586 2.03225 0.8 0.3 -0.3
C 8.32515 3.30858 -2.92353 0.1 -0.5 0.7
F 8.54754 2.20966 -3.67631 0.1 0.7 -0.4
F 9.39309 3.44619 -2.11916 -0.7 0.1 -0.3
F 8.19427 4.43124 -3.65073 0.5 -0.9 -0.3
S 6.73460 3.07677 -2.02645 -0.2 1.8 1.7
O 6.64014 4.39497 -1.37025 -0.4 -1.0 -0.8
O 5.76894 2.78192 -3.07025 0.1 0.3 -0.2
O 6.89515 2.00145 -1.07450 0.4 -0.3 -0.1
C -3.66865 -5.84004 0.46822 -0.2 1.8 -0.2
F -3.01542 -6.39598 1.45210 0.7 -0.5 1.1
F -4.24161 -6.78190 -0.21853 -0.9 -0.9 -0.8
F -4.61230 -5.04960 1.04228 -0.4 0.0 -0.3
S -2.51961 -4.86318 -0.63894 -0.7 -0.9 0.5
O -2.46674 -3.49712 -0.15959 0.2 -0.2 0.4
O -1.39929 -5.73734 -0.38131 1.2 0.5 -0.4
O -3.07223 -4.97532 -1.97345 -0.3 0.1 -0.1
C -6.23057 1.24182 2.20898 1.4 -0.3 -0.1
F -7.20772 2.08884 2.27780 -1.0 1.3 -0.2
F -6.67580 0.20954 1.46995 0.4 -0.2 -0.3
F -5.16226 1.83905 1.52550 -1.3 -0.7 0.5
S -5.68645 0.73925 3.89300 0.1 -1.1 -1.0
O -5.56629 2.02221 4.53186 0.1 0.0 0.3
O -6.81439 -0.08736 4.33793 0.9 0.6 -0.1
O -4.44459 0.04484 3.56343 -0.8 0.2 0.7
```
Positions in Å, forces in eV/Å.

2.
Below is a single C3H6N4O molecule at a distorted geometry, with properties calculated with ωB97M-V with the def2-TZVPD basis set.

The spin multiplicity is 1. The SMILES is CCn1nnc(=O)[nH]1. The value obtained for the energy relative to the best compared isomer or geometry (same formula, charge and spin) is 571.2 kJ/mol. For the frontier orbital gap, the calculation gives 9.3 eV. The calculation puts the HOMO energy at -9.79 eV.

The geometry in XYZ format:
```
14
Properties=species:S:1:pos:R:3:forces:R:3
C 1.55720 -0.79464 -2.28769 4.9 -3.6 0.6
C 0.31497 -1.29587 -1.48849 2.6 1.9 2.8
N -0.04461 0.08010 -0.74203 -2.6 -1.9 1.4
N 0.90147 0.37597 0.12912 1.4 0.4 3.4
N 0.55940 0.58068 1.40591 0.5 -2.3 -6.5
C -0.84099 0.39051 1.36929 -1.9 4.9 3.2
O -1.35943 1.00447 2.34173 -0.7 -3.0 -2.9
N -1.36640 -0.04053 0.08589 1.9 1.7 -0.9
H 2.29353 -1.46050 -3.05052 -3.2 1.1 1.4
H 1.54985 0.18367 -2.66043 -0.9 1.3 -0.8
H 2.42539 -0.72122 -1.58354 -0.9 0.2 0.1
H 0.49606 -2.06244 -0.49925 -0.6 1.7 -3.5
H -0.42072 -1.42711 -2.22413 -1.7 -0.9 -0.1
H -2.00474 0.67827 -0.42686 1.2 -1.6 1.8
```
Positions in Å, forces in eV/Å.

| no. | LUMO (eV) |
| --- | --- |
| 1 | -4.02 |
| 2 | -0.49 |